Entry 1
The following is a DFT calculation (wB97M-V/def2-TZVPD) of a structure of composition C5H10N4.

Values from the calculation:
**2S+1**: 1

Structure (XYZ):
```
19
Properties=species:S:1:pos:R:3:nbo_charge:R:1
H 3.5759 0.0907 -0.1786 0.394
H -1.5635 -0.3222 -1.1052 0.275
N 0.5859 0.1944 0.9006 -0.605
H 0.5851 -1.6871 -0.9014 0.453
H -2.0488 -0.3527 1.8334 0.241
C -1.6117 -1.6209 -1.5622 -0.012
H -1.0473 0.7937 2.7315 0.232
C -0.6303 0.6560 0.6303 0.388
H 2.2080 -1.3717 -1.4343 0.399
C -1.5799 0.6363 1.7950 -0.659
H -2.3701 1.3790 1.6905 0.220
H -0.4180 1.1701 -1.4377 0.225
N 1.4473 -1.1491 -0.8134 -0.780
C -1.1314 0.9651 -0.6446 -0.774
C 1.5404 -0.1327 0.0567 0.673
H -2.0259 1.5772 -0.6819 0.231
H 2.7950 1.2204 0.8590 0.414
N 2.7244 0.5350 0.1252 -0.785
N -1.0352 -2.5814 -1.8630 -0.531
```



Entry 2
The following is a DFT calculation (wB97M-V/def2-TZVPD) of a structure of composition C5H10N4.

Values from the calculation:
**2S+1**: 1

Structure (XYZ):
```
19
Properties=species:S:1:pos:R:3:nbo_charge:R:1
C -1.2474 -1.2464 1.3138 0.058
H -3.0115 -0.5998 1.4191 0.357
C 1.2041 0.4406 1.1769 -0.410
H 1.8891 1.7109 -1.1071 0.202
C 0.3770 -1.1027 -0.7630 0.357
H 0.5397 1.0919 1.7601 0.206
C -0.9880 -0.5841 -0.0080 0.257
N 0.6610 -1.4969 -1.9104 -0.618
N -2.3400 -1.1771 1.9325 -0.539
N 0.7019 0.2707 -0.1778 -0.425
H 0.2855 2.2843 -0.6158 0.214
C 0.8365 1.4376 -1.0323 -0.427
H -1.8161 0.3273 -1.5158 0.350
H -0.4418 -1.8255 1.7543 0.166
N -2.0040 -0.1359 -0.6336 -0.732
H 2.1887 0.9117 1.1279 0.199
H 1.4317 -1.0164 -2.3752 0.347
H 0.4497 1.2351 -2.0286 0.217
H 1.2839 -0.5251 1.6830 0.220
```



Relative energies, unit hartree: entry 1 0.0000; entry 2 0.1002